1.
{"formula": "C4H9NO2", "method": "ωB97M-V/def2-TZVPD", "elements": ["O", "C", "C", "C", "C", "N", "H", "H", "H", "H", "H", "H", "H", "O", "H", "H"], "positions_angstrom": [[1.919, -0.719, 1.355], [0.923, -0.572, 0.681], [0.039, -1.663, 0.212], [-1.085, -0.978, -0.532], [-0.670, 0.306, -1.186], [0.623, 0.547, 0.071], [0.677, -2.236, -0.471], [-0.268, -2.271, 1.061], [-1.484, -1.659, -1.295], [-1.889, -0.798, 0.189], [0.101, 0.236, -1.960], [-1.488, 0.956, -1.473], [1.487, 1.088, -0.114], [0.174, 2.472, 0.891], [0.731, 1.880, 1.504], [0.210, 3.409, 1.068]], "atomic_forces_ev_per_a": [[1.0, -0.1, 1.2], [0.2, -1.3, -0.9], [-0.2, -0.3, 0.1], [-1.4, -1.2, -0.5], [4.5, -1.0, 2.4], [-1.0, 0.5, -3.8], [-0.1, -0.2, 0.2], [-0.2, -0.3, -0.3], [-0.2, 0.1, 0.1], [0.0, 0.2, -0.3], [-0.8, -0.4, -0.4], [0.4, 0.9, 0.9], [-1.4, 0.0, -0.1], [0.3, 0.4, 1.5], [-1.4, 2.2, -1.1], [0.4, 0.4, 0.9]], "lowdin_charge": [0.039, -0.627, -0.106, -0.229, 0.035, 0.033, 0.135, 0.125, 0.114, 0.119, 0.101, 0.100, 0.148, -0.114, 0.094, 0.032], "e_homo_ev": -9.0392, "e_lumo_ev": 0.80, "orbital_gap_ev": 9.84, "relative_energy_ev": 3.3694, "smiles": "O=C1CCCN1.O", "energy_ev": -9876.69126}

2.
{"formula": "C4H9NO2", "method": "ωB97M-V/def2-TZVPD", "elements": ["C", "N", "C", "C", "C", "O", "O", "H", "H", "H", "H", "H", "H", "H", "H", "H"], "positions_angstrom": [[1.511, 0.191, 0.596], [0.157, -0.141, 0.458], [-0.587, -0.346, 1.730], [-0.336, -0.845, -0.650], [-1.347, -0.174, -1.697], [-1.148, 1.237, -1.828], [2.202, 0.164, 1.596], [1.927, 0.354, -0.413], [-1.518, -1.109, 1.599], [0.193, -0.720, 2.274], [-1.146, 0.511, 2.139], [-0.783, -1.754, -0.212], [0.418, -1.026, -1.391], [-1.167, -0.594, -2.711], [-2.426, -0.298, -1.308], [-0.477, 1.459, -1.205]], "atomic_forces_ev_per_a": [[3.0, 0.2, -0.7], [-2.5, -0.6, 2.2], [-4.1, -0.7, -2.2], [-0.2, -0.4, -1.4], [-2.4, 1.5, 0.5], [-0.1, -1.4, -0.2], [-2.2, 0.1, -1.2], [0.2, 0.2, 0.2], [2.6, 1.5, 0.0], [1.4, -0.9, 2.7], [1.0, 0.3, -0.2], [0.0, 0.2, -0.7], [1.2, -0.5, 0.3], [-0.3, -0.3, 1.0], [1.6, -0.3, -0.8], [0.6, 1.0, 0.5]], "lowdin_charge": [-0.188, -0.015, 0.064, -0.097, -0.136, -0.018, 0.195, 0.167, 0.176, 0.068, 0.134, 0.159, 0.137, 0.142, 0.156, 0.055], "e_homo_ev": [-15.3930, -15.3167], "e_lumo_ev": [-4.26, -9.31], "spin_multiplicity": 2, "orbital_gap_ev": [11.13, 6.01], "total_charge": 1, "relative_energy_ev": 3.3653, "s2": 0.765, "energy_ev": -9867.83673}

3.
{"formula": "C4H9NO2S", "method": "ωB97M-V/def2-TZVPD", "elements": ["C", "C", "C", "C", "N", "O", "O", "S", "H", "H", "H", "H", "H", "H", "H", "H", "H"], "positions_angstrom": [[1.357, -0.200, -2.345], [-0.665, 1.308, -0.215], [1.831, -1.185, 1.236], [-0.152, -0.112, -0.372], [-1.255, -0.888, -1.096], [0.471, -0.393, -3.078], [2.398, -0.026, -1.883], [0.026, -0.951, 1.224], [-1.678, 1.359, 0.207], [-0.675, 1.808, -1.187], [-0.003, 1.861, 0.445], [2.132, -1.743, 0.351], [2.074, -1.738, 2.140], [2.304, -0.207, 1.251], [-2.198, -0.546, -0.864], [-1.175, -1.871, -0.820], [-1.078, -0.784, -2.109]], "atomic_forces_ev_per_a": [[-0.2, 0.0, 0.9], [0.2, -0.3, -0.3], [-0.4, -0.1, -0.1], [-0.1, -0.3, 0.4], [0.0, 0.2, -0.1], [-0.9, -0.2, -1.1], [1.2, 0.2, 0.2], [0.3, 0.2, -0.4], [-0.2, 0.1, 0.1], [-0.1, 0.2, 0.0], [0.0, 0.1, 0.0], [0.1, 0.0, 0.1], [0.1, 0.0, 0.0], [0.1, -0.1, 0.0], [0.1, -0.2, -0.1], [-0.1, 0.2, -0.2], [-0.2, -0.1, 0.3]], "lowdin_charge": [-0.487, -0.176, -0.412, -0.690, 0.059, 0.117, 0.182, 0.775, 0.061, 0.068, 0.068, 0.024, 0.020, 0.031, 0.136, 0.118, 0.107], "e_homo_ev": -7.3304, "e_lumo_ev": 0.45, "orbital_gap_ev": 7.78, "relative_energy_ev": 2.1021, "energy_ev": -20712.93080}

4.
{"formula": "C4H9NO3", "method": "ωB97M-V/def2-TZVPD", "elements": ["C", "C", "C", "O", "N", "C", "O", "H", "H", "H", "H", "H", "H", "H", "O", "H", "H"], "positions_angstrom": [[-1.623, 0.483, 1.585], [-1.279, -1.005, 1.178], [0.175, -1.031, 0.913], [1.092, -1.559, 1.514], [0.597, -0.762, -0.523], [0.037, 0.126, -1.425], [0.446, 0.446, -2.543], [-2.106, 1.203, 1.152], [-2.120, 0.358, 2.565], [-0.702, 0.995, 1.969], [-1.334, -1.811, 2.021], [-1.833, -1.406, 0.333], [1.307, -1.274, -1.028], [-0.811, 0.709, -1.047], [3.111, 1.540, -2.183], [2.485, 2.171, -2.535], [2.558, 0.817, -1.947]], "atomic_forces_ev_per_a": [[3.5, -4.3, 5.9], [0.1, 0.2, 1.4], [3.8, -2.8, -3.5], [-2.0, 1.2, 0.4], [-1.7, 1.5, -0.9], [-0.1, 1.3, -0.2], [0.0, -1.4, 1.5], [-3.1, 3.2, -3.9], [-0.2, 0.2, -0.4], [-0.3, -0.6, -0.6], [-0.5, 1.9, -1.1], [0.1, 0.2, -0.1], [0.6, -0.5, 1.1], [-0.3, -0.3, 0.4], [1.0, 0.8, 0.0], [-0.2, 0.2, -0.2], [-0.7, -1.0, 0.1]], "lowdin_charge": [-0.060, -0.134, -0.401, 0.102, 0.125, -0.320, 0.005, 0.001, 0.083, 0.103, 0.159, 0.114, 0.144, 0.127, -0.047, 0.027, -0.029], "e_homo_ev": -10.5067, "e_lumo_ev": 0.18, "orbital_gap_ev": 10.69, "relative_energy_ev": 2.3494, "smiles": "CCC(=O)NC=O.O", "energy_ev": -11925.19208}

5.
{"formula": "C4H9NO3", "method": "ωB97M-V/def2-TZVPD", "elements": ["N", "C", "C", "C", "O", "C", "O", "O", "H", "H", "H", "H", "H", "H", "H", "H", "H"], "positions_angstrom": [[0.285, -1.367, 0.976], [0.491, 0.003, 0.543], [-0.243, 0.443, -0.757], [-1.763, 0.394, -0.636], [-2.403, -0.577, -1.577], [2.070, 0.106, 0.362], [2.764, 0.038, -0.616], [2.515, 0.889, 1.389], [-0.399, -1.452, 1.768], [0.234, -2.195, 0.304], [0.097, 0.713, 1.373], [0.020, 1.395, -1.036], [0.126, -0.198, -1.689], [-2.116, 0.205, 0.372], [-2.021, 1.405, -1.039], [-3.210, -0.850, -1.091], [3.553, 1.047, 1.354]], "atomic_forces_ev_per_a": [[-1.6, -1.8, 0.9], [0.4, -0.3, -0.4], [0.6, -4.3, -0.9], [-0.3, 0.4, -2.5], [0.2, 0.6, 2.0], [-0.5, 4.4, -0.2], [-0.6, -1.8, -0.2], [2.7, -0.3, 1.2], [1.0, -0.1, -1.5], [0.0, 2.2, 1.1], [1.2, -1.3, -1.2], [0.9, 2.4, -0.3], [-0.9, 1.0, 2.0], [0.0, 0.2, 0.2], [-0.7, -0.7, 0.9], [0.7, 0.1, -0.7], [-3.1, -0.7, -0.4]], "lowdin_charge": [0.017, -0.315, -0.153, -0.220, -0.108, -0.465, 0.098, 0.028, 0.092, 0.125, 0.172, 0.073, 0.170, 0.106, 0.118, 0.079, 0.182], "e_homo_ev": -9.2262, "e_lumo_ev": 0.68, "orbital_gap_ev": 9.90, "relative_energy_ev": 2.4250, "smiles": "N[C@H](CCO)C(=O)O", "energy_ev": -11925.11650}

6.
{"formula": "C4H9NO3", "method": "ωB97M-V/def2-TZVPD", "elements": ["C", "C", "C", "O", "N", "C", "O", "H", "H", "H", "H", "H", "H", "H", "O", "H", "H"], "positions_angstrom": [[2.015, 1.127, 0.811], [1.688, 0.602, -0.597], [0.237, 0.406, -0.740], [-0.530, 1.346, -0.822], [-0.349, -0.820, -0.287], [0.363, -1.970, 0.116], [-0.204, -2.786, 0.827], [1.911, 0.618, 1.792], [3.056, 1.558, 0.847], [1.355, 2.056, 0.939], [1.989, 1.481, -1.113], [2.240, -0.184, -0.724], [-1.430, -0.780, 0.073], [1.389, -1.989, -0.166], [-2.912, 1.322, 0.240], [-2.651, 1.417, 1.098], [-2.068, 1.520, -0.242]], "atomic_forces_ev_per_a": [[-0.3, 3.0, 1.8], [-1.9, 3.7, 2.1], [-2.5, -0.9, 2.6], [1.0, 0.3, -1.2], [-1.3, 0.0, 0.3], [-3.2, 0.5, 1.6], [1.2, 0.5, -1.1], [-0.3, -0.7, -1.1], [-0.9, -0.6, -0.4], [0.9, -1.1, 0.0], [0.2, 0.2, -1.4], [3.2, -4.5, -1.6], [3.4, 0.1, -1.4], [1.0, -0.3, -0.4], [-0.3, -0.3, -3.7], [0.7, 0.4, 3.9], [-1.0, -0.3, 0.1]], "lowdin_charge": [-0.082, -0.153, -0.405, 0.058, 0.127, -0.283, 0.040, 0.084, 0.090, 0.102, 0.121, 0.039, 0.226, 0.118, -0.050, -0.030, -0.002], "e_homo_ev": -10.6313, "e_lumo_ev": 0.45, "orbital_gap_ev": 11.08, "relative_energy_ev": 1.9109, "smiles": "CCC(=O)NC=O.O", "energy_ev": -11925.63051}

7.
{"formula": "C4H9NO3", "method": "ωB97M-V/def2-TZVPD", "elements": ["N", "C", "C", "O", "C", "O", "C", "O", "H", "H", "H", "H", "H", "H", "H", "H", "H"], "positions_angstrom": [[0.485, 2.285, 0.386], [-0.363, 1.233, -0.135], [0.268, 0.272, -1.038], [1.649, 0.244, -1.181], [-0.179, -0.207, 0.217], [0.779, -0.784, 0.986], [-1.514, -0.905, 0.389], [-1.276, -2.259, 0.173], [0.504, 3.214, -0.361], [0.264, 2.665, 1.565], [-1.471, 1.529, -0.353], [-0.252, 0.129, -2.025], [1.817, 0.873, -0.201], [1.656, -0.832, 0.625], [-1.740, -0.594, 1.498], [-2.285, -0.597, -0.374], [-0.376, -2.362, 0.506]], "atomic_forces_ev_per_a": [[0.0, 3.8, 1.5], [-1.7, 3.4, 1.5], [-0.3, -0.5, -5.3], [0.8, 3.2, 4.4], [-2.2, -0.6, 0.1], [-0.5, -0.4, 2.7], [0.3, 0.7, 0.8], [-0.3, -0.6, 0.4], [-0.2, -3.4, 3.2], [0.6, -1.5, -5.1], [2.1, -0.7, 0.4], [0.6, -0.3, 1.1], [0.2, -1.7, -4.1], [0.4, 0.1, -1.0], [-0.5, -0.9, -1.8], [0.7, 0.1, 1.2], [0.0, -0.6, 0.1]], "lowdin_charge": [-0.045, -0.311, -0.342, -0.053, -0.504, 0.063, -0.193, -0.038, 0.171, 0.203, 0.170, 0.177, 0.213, 0.102, 0.161, 0.145, 0.081], "e_homo_ev": -9.4523, "e_lumo_ev": 0.37, "orbital_gap_ev": 9.82, "relative_energy_ev": 5.5048, "smiles": "N[C@H]1[C@@H](O)[C@]1(O)CO", "energy_ev": -11922.03662}

8.
{"formula": "C4H9NO3", "method": "ωB97M-V/def2-TZVPD", "elements": ["O", "C", "C", "C", "O", "N", "C", "O", "H", "H", "H", "H", "H", "H", "H", "H", "H"], "positions_angstrom": [[-2.400, -1.345, 1.080], [-2.034, -0.319, 0.247], [-0.868, 0.494, 0.860], [-0.784, -0.290, -0.568], [-0.189, 1.881, -1.604], [1.908, -1.180, -0.602], [1.724, -0.822, 0.668], [1.818, 0.538, 1.064], [-2.889, 0.348, -0.124], [-0.782, 1.569, 0.732], [-0.226, 0.349, -1.220], [-0.377, -1.273, -0.703], [0.021, 2.401, -2.357], [2.938, -1.265, -0.905], [1.488, -1.627, 1.455], [1.444, 0.362, 0.003], [-0.791, 0.177, 1.973]], "atomic_forces_ev_per_a": [[1.9, 3.9, -3.3], [-5.2, -2.3, -1.3], [2.4, -0.4, 1.9], [-1.2, -3.1, 4.6], [-0.2, -0.7, 1.7], [1.8, 0.3, 2.9], [2.2, -1.9, 0.4], [-1.8, -4.4, -3.5], [1.0, -0.5, 1.0], [-1.0, 0.1, -0.4], [-0.5, 3.0, -1.9], [0.2, -0.7, 1.1], [0.4, 0.6, -1.3], [-2.2, 0.7, 0.2], [-0.1, 1.6, -0.7], [1.3, 3.6, 0.8], [0.9, 0.1, -2.2]], "lowdin_charge": [0.035, -0.381, 0.056, -0.051, -0.227, 0.005, -0.332, -0.025, 0.182, 0.108, 0.031, 0.089, -0.052, 0.121, 0.158, 0.130, 0.154], "e_homo_ev": -9.0310, "e_lumo_ev": -4.37, "orbital_gap_ev": 4.66, "relative_energy_ev": 14.3247, "energy_ev": -11913.21678}

9.
{"formula": "C4H9NO3", "method": "ωB97M-V/def2-TZVPD", "elements": ["C", "C", "O", "C", "N", "C", "O", "O", "H", "H", "H", "H", "H", "H", "H", "H", "H"], "positions_angstrom": [[0.283, -1.447, -1.049], [-0.059, 0.033, -0.765], [-1.002, 0.273, -1.718], [-0.575, 0.292, 0.594], [-1.323, 1.639, 0.613], [0.683, 0.323, 1.518], [1.190, 1.369, 1.900], [1.264, -1.030, 1.584], [1.111, -1.842, -0.364], [-0.751, -1.981, -1.083], [1.011, -1.676, -2.090], [0.919, 0.502, -0.951], [-1.507, 1.288, -1.487], [-1.084, -0.628, 1.054], [-1.900, 1.816, -0.299], [-0.619, 2.427, 0.682], [2.359, -1.361, 1.858]], "atomic_forces_ev_per_a": [[2.0, -2.0, -1.6], [2.3, -2.6, -1.7], [-3.5, 5.1, -0.7], [-0.2, 0.2, 2.6], [0.6, -0.2, -0.7], [2.6, 1.3, -0.2], [-0.9, -2.9, -0.4], [2.5, 0.6, 1.2], [-2.1, 0.3, -0.4], [2.2, 0.3, 0.1], [-2.9, 1.2, 2.3], [-0.3, 1.0, 0.1], [2.6, -4.6, -1.5], [-0.5, 1.6, -1.1], [1.2, -0.5, 2.8], [-0.9, -1.4, -0.1], [-4.9, 2.7, -0.9]], "lowdin_charge": [-0.068, -0.543, -0.093, -0.246, 0.045, -0.374, 0.092, -0.097, 0.064, 0.111, 0.149, 0.150, 0.187, 0.176, 0.081, 0.099, 0.265], "e_homo_ev": -10.0581, "e_lumo_ev": 0.14, "orbital_gap_ev": 10.20, "relative_energy_ev": 4.8410, "smiles": "C[C@@H](O)[C@H](N)C(=O)O", "energy_ev": -11922.70045}

10.
{"formula": "C4H9NO4", "method": "ωB97M-V/def2-TZVPD", "elements": ["C", "C", "O", "O", "O", "H", "H", "H", "H", "C", "N", "C", "O", "H", "H", "H", "H", "H"], "positions_angstrom": [[0.781, 1.129, -1.364], [-1.970, 0.106, 0.026], [0.426, 1.269, -0.029], [-2.338, 0.238, -1.248], [-2.402, 0.745, 0.952], [-2.943, 1.000, -1.276], [0.568, 0.144, -1.802], [0.375, 1.961, -1.956], [1.883, 1.167, -1.453], [1.787, -0.691, 1.119], [0.434, -0.212, 1.018], [-0.996, -1.165, 0.268], [-0.722, -1.908, -0.693], [0.084, 0.316, 1.814], [-1.379, -1.620, 1.208], [1.767, -1.738, 1.435], [2.350, -0.089, 1.834], [2.294, -0.653, 0.146]], "atomic_forces_ev_per_a": [[2.1, -1.5, -0.6], [1.0, -1.1, 0.7], [-0.7, -1.8, 3.0], [0.0, 0.4, 0.1], [0.0, 0.1, -0.3], [0.1, -0.2, 0.0], [-0.8, 0.3, 0.1], [-0.3, -0.3, 0.4], [-0.1, 0.4, -0.1], [0.4, 0.2, 0.0], [-0.3, 3.1, -3.0], [-2.2, -1.0, -1.9], [0.5, 1.1, 1.2], [0.1, 0.1, 0.0], [0.7, 0.2, 0.3], [-0.1, 0.0, 0.0], [0.1, -0.1, -0.1], [-0.3, -0.1, 0.2]], "lowdin_charge": [-0.160, -0.498, -0.138, 0.122, 0.085, 0.138, 0.091, 0.105, 0.075, -0.058, 0.064, -0.346, -0.048, 0.137, 0.133, 0.106, 0.094, 0.097], "e_homo_ev": -8.7058, "e_lumo_ev": -0.89, "orbital_gap_ev": 7.82, "relative_energy_ev": 5.6479, "energy_ev": -13969.50910}

11.
{"formula": "C4H9NO4", "method": "ωB97M-V/def2-TZVPD", "elements": ["C", "C", "O", "C", "C", "O", "O", "N", "O", "H", "H", "H", "H", "H", "H", "H", "H", "H"], "positions_angstrom": [[1.298, -1.457, -2.413], [0.415, -0.285, -2.054], [0.502, -0.023, -0.662], [-0.335, 1.028, -0.215], [-0.325, 1.067, 1.304], [-0.981, -0.039, 1.839], [-0.590, -0.218, 3.251], [-1.694, -0.258, 3.982], [-1.515, -0.459, 5.144], [1.282, -1.680, -3.481], [2.327, -1.255, -2.114], [0.978, -2.346, -1.866], [0.714, 0.626, -2.586], [-0.635, -0.483, -2.301], [0.024, 1.968, -0.654], [-1.355, 0.834, -0.566], [0.703, 1.023, 1.677], [-0.812, 1.957, 1.715]], "atomic_forces_ev_per_a": [[0.1, -0.1, 0.4], [-0.3, 0.4, 0.1], [0.2, -0.2, 0.5], [-0.1, -0.9, -0.2], [1.2, 1.1, 0.8], [-1.2, -1.9, 1.0], [2.0, 0.3, -1.2], [-2.6, 0.1, 1.1], [0.9, 0.2, -1.6], [-0.1, 0.1, 0.1], [0.0, 0.0, -0.1], [0.0, 0.0, -0.1], [0.0, 0.0, -0.2], [0.0, -0.1, -0.1], [-0.2, 0.2, 0.4], [-0.1, 0.2, 0.0], [0.1, 0.3, -0.3], [0.1, 0.3, -0.4]], "lowdin_charge": [-0.071, -0.285, -0.154, -0.184, -0.188, -0.064, -0.017, -0.078, 0.043, 0.077, 0.078, 0.079, 0.118, 0.119, 0.135, 0.129, 0.133, 0.129], "e_homo_ev": -10.2197, "e_lumo_ev": 0.43, "orbital_gap_ev": 10.65, "relative_energy_ev": 7.2983, "smiles": "CCOCCOON=O", "energy_ev": -13967.85869}

12.
{"formula": "C4H9NO4P", "method": "ωB97M-V/def2-TZVPD", "elements": ["C", "C", "C", "C", "N", "O", "O", "O", "O", "P", "H", "H", "H", "H", "H", "H", "H", "H", "H"], "positions_angstrom": [[1.279, 1.445, -0.394], [-1.632, 1.560, -0.290], [-0.554, -2.322, 0.247], [0.285, 0.267, -0.255], [-0.988, 0.532, 0.315], [2.530, 1.223, 0.069], [2.232, -1.810, -0.221], [1.007, 2.540, -0.880], [1.104, -0.870, 1.904], [1.003, -1.291, 0.506], [-1.846, 1.285, -1.432], [-2.630, 1.654, 0.203], [-1.199, 2.584, -0.353], [-0.268, -3.472, 0.552], [-1.238, -1.866, 0.930], [-0.969, -2.232, -0.768], [0.213, 0.068, -1.601], [2.684, 0.259, 0.192], [-1.012, 0.445, 1.277]], "atomic_forces_ev_per_a": [[0.2, -3.0, 2.8], [-4.3, 1.5, -3.0], [2.1, -2.4, 0.3], [0.7, -0.2, -3.9], [2.9, -0.9, -2.5], [1.5, -0.7, 0.2], [-1.3, 0.7, 0.3], [-1.3, 2.7, -1.7], [-0.1, 0.0, 2.2], [0.1, -0.8, -2.0], [0.5, 0.5, 2.3], [0.4, 0.2, -0.5], [0.7, -0.6, 0.4], [-1.0, 2.9, -0.8], [-0.6, -0.2, 0.6], [0.4, -0.3, 0.3], [-1.0, 0.0, 2.9], [0.0, 0.5, -0.2], [0.2, -0.1, 2.3]], "lowdin_charge": [-0.605, -0.186, -0.195, -0.323, -0.082, 0.030, -0.392, 0.058, -0.356, 0.309, 0.122, 0.086, 0.089, 0.092, -0.009, 0.023, 0.178, 0.064, 0.099], "e_homo_ev": [-0.6840, -5.5036], "e_lumo_ev": [3.63, 0.84], "spin_multiplicity": 3, "orbital_gap_ev": [4.32, 6.35], "total_charge": -1, "relative_energy_ev": 1.6377, "s2": 2.010, "energy_ev": -23260.53959}